Here is a cluster of 7 separate species, C18H42O6S6 in total from OMol25. Energies are from wB97M-V/def2-TZVPD.

Summary:
Highest occupied orbital energy in eV: -8.552
Frontier orbital gap in eV: 8.643
Max |F| in eV/Å: 15.37
Charge: 0

Geometry as XYZ:
```
72
Properties=species:S:1:pos:R:3:forces:R:3:lowdin_charge:R:1
C -36.50214 -22.11322 -11.32860 -1.102 -0.316 -0.802 -0.259
S -38.24537 -22.04627 -11.57628 -0.526 2.690 -0.078 0.831
O -38.45649 -20.93277 -12.59765 0.094 -1.154 0.502 -0.562
C -38.31673 -23.60437 -12.32665 1.990 -3.032 0.551 -0.306
H -36.05303 -21.21977 -11.07862 0.362 2.098 1.707 0.028
H -36.20694 -22.12402 -12.34846 0.880 -1.348 -0.995 0.048
H -36.38113 -22.92404 -10.65292 1.046 -0.851 0.151 0.055
H -38.39945 -24.34919 -11.37629 0.315 1.377 -2.595 0.131
H -37.47968 -23.89585 -13.10498 -1.139 0.651 2.027 0.097
H -39.18558 -23.62263 -12.90642 -1.795 -0.261 -0.475 -0.015
C -41.17625 -16.66073 -10.03187 2.396 2.785 1.008 -0.300
S -40.61511 -18.14625 -9.26819 -3.668 -1.251 1.580 0.912
O -42.04644 -18.75694 -8.90977 3.393 0.708 -0.644 -0.586
C -40.14868 -18.80386 -10.85157 1.477 -6.096 4.648 -0.253
H -42.03902 -16.72304 -10.59953 -1.501 -1.020 -1.416 0.043
H -40.37347 -16.10543 -10.53843 0.060 -0.691 -0.527 0.077
H -41.41554 -15.87556 -9.34128 -0.299 -0.091 1.301 0.049
H -39.27276 -18.54563 -11.20644 5.078 1.863 -0.925 0.007
H -40.72817 -18.24469 -11.31423 -5.865 3.447 -5.550 -0.073
H -40.08607 -19.88797 -11.02516 -1.093 0.378 0.473 0.062
C -39.89217 -20.24565 -15.41799 -0.820 -3.488 -0.939 -0.309
S -40.66723 -18.73695 -14.83602 0.389 0.835 -0.289 0.813
O -40.09056 -17.60275 -15.65910 -0.531 -1.128 0.529 -0.556
C -42.36430 -18.99778 -15.41437 1.507 -3.093 2.207 -0.236
H -40.11291 -21.25028 -14.76043 0.175 2.819 -1.369 0.076
H -38.81764 -20.12679 -15.32294 0.071 0.290 0.019 0.024
H -40.14236 -20.50651 -16.54111 0.382 0.762 2.104 0.090
H -42.38867 -19.28315 -16.38270 0.322 0.393 -3.837 0.004
H -42.89305 -18.14863 -15.15429 -1.420 1.313 0.505 0.026
H -42.71864 -20.01872 -15.08681 0.001 1.337 1.130 0.075
C -32.57042 -24.22061 -12.11011 0.070 -2.803 -0.257 -0.301
S -33.13025 -24.21050 -10.40289 1.037 0.358 0.452 0.782
O -32.13018 -24.90568 -9.53902 -0.282 0.007 -0.430 -0.550
C -32.91913 -22.46351 -10.14478 -0.319 1.944 -4.058 -0.297
H -31.55625 -23.83303 -12.33056 -0.833 0.507 0.293 0.063
H -33.46354 -23.89249 -12.72119 1.351 -0.436 0.373 0.053
H -32.39693 -25.37410 -12.16226 -0.676 1.820 -0.597 0.075
H -31.94282 -21.93715 -10.11058 -0.188 -1.113 0.111 0.073
H -33.50837 -22.19924 -9.34245 -1.141 0.705 1.969 -0.003
H -33.44308 -21.97360 -11.11599 0.927 -1.014 2.154 0.090
C -35.71136 -26.20646 -15.04990 0.814 -4.159 -3.702 -0.281
S -35.71748 -26.98790 -13.38184 0.895 4.476 1.547 0.900
O -35.56376 -25.73274 -12.41828 -0.059 -2.683 -1.701 -0.617
C -37.42562 -27.34930 -13.33916 -0.093 -0.091 1.850 -0.290
H -35.86388 -25.16518 -15.29803 -0.552 0.224 0.942 0.042
H -36.35703 -26.93657 -15.72942 0.351 1.810 1.499 0.086
H -34.77848 -26.50883 -15.67971 -0.701 0.732 1.859 0.067
H -37.86435 -27.66475 -12.40030 0.780 0.295 0.831 0.077
H -37.59447 -28.18880 -13.89065 -0.420 -2.200 -2.247 0.021
H -37.99277 -26.54803 -13.66053 -1.095 1.712 -0.935 0.021
C -39.94925 -24.02980 -16.64421 -10.215 8.975 6.286 -0.177
S -41.40085 -24.85302 -15.87826 1.665 -1.066 0.141 0.853
O -40.75126 -25.86223 -14.97165 -0.332 -0.060 -0.349 -0.572
C -41.91332 -23.58701 -14.76182 2.098 2.467 -1.229 -0.283
H -39.36641 -23.57373 -15.95830 1.893 1.141 2.623 0.020
H -40.28425 -23.21947 -17.32560 -0.322 -0.126 0.493 0.087
H -39.51526 -24.53364 -17.19304 7.560 -9.830 -9.082 -0.096
H -42.67915 -23.98575 -14.16657 -1.012 -0.516 0.864 0.027
H -42.32470 -22.76444 -15.45415 0.680 -0.765 1.424 0.078
H -40.97000 -23.30471 -14.12997 -1.974 -0.211 -1.132 0.070
C -35.14977 -17.33399 -12.88183 1.612 0.709 -1.694 -0.047
C -34.40400 -16.00777 -13.49967 -0.771 -5.010 4.079 -0.024
C -34.80703 -15.47548 -14.66971 0.764 -1.673 3.692 -0.193
C -35.86861 -15.93316 -15.30588 -5.358 -3.765 -2.145 -0.110
C -36.61115 -17.08509 -14.85743 2.063 -0.800 2.483 -0.005
C -36.22196 -17.87063 -13.60077 2.641 5.829 -2.265 -0.094
H -34.83245 -18.15234 -12.04104 -0.031 3.061 -1.539 0.122
H -33.59567 -15.64594 -12.85447 -0.302 0.116 -0.595 0.081
H -34.45169 -14.58786 -14.90952 2.105 3.869 -1.458 0.063
H -36.20049 -15.37827 -16.20773 -0.010 -0.739 0.600 0.118
H -37.41707 -17.57912 -15.33609 -0.828 0.503 -1.014 0.044
H -36.61125 -18.63186 -13.02955 -1.971 -2.129 -0.133 0.032
```
Positions in Å, forces in eV/Å.